No. 1
{"formula": "C4H7NO", "method": "the ωB97M-V functional and the def2-TZVPD basis", "elements": ["N", "C", "O", "C", "C", "C", "H", "H", "H", "H", "H", "H", "H"], "positions_angstrom": [[1.32164, 0.87612, 0.26816], [1.20128, -0.27495, -0.58123], [2.15353, -0.78186, -1.14438], [-0.15411, -0.78728, -0.54197], [-1.44484, -0.03052, -0.44018], [-0.89984, 0.09300, 0.89679], [1.66532, 0.56098, 1.17322], [1.96514, 1.53741, -0.12546], [-0.25475, -1.81614, -0.93795], [-1.58484, 0.86660, -1.03310], [-2.26639, -0.73311, -0.47498], [-1.01921, -0.62121, 1.69057], [-0.68295, 1.11096, 1.25052]], "lowdin_charge": [0.063, -0.534, 0.055, -0.078, -0.205, -0.024, 0.105, 0.084, 0.136, 0.117, 0.112, 0.080, 0.091], "lumo_ev": 0.81, "e_above_lowest_kj_mol": 314.8, "mol_weight_g_mol": 85.11, "orbital_gap_ha": 0.350, "smiles": "NC(=O)C1CC1"}

=====

No. 2
{"formula": "C6H8N", "method": "the ωB97M-V functional and the def2-TZVPD basis", "elements": ["C", "C", "C", "C", "C", "C", "N", "H", "H", "H", "H", "H", "H", "H", "H"], "positions_angstrom": [[-0.51033, 3.64117, 0.66914], [1.25124, -0.97183, -0.92324], [0.70378, -0.31120, 0.23917], [0.45835, -1.75233, -0.12330], [-0.33398, 2.50335, 0.10290], [-0.44827, -2.86944, -0.02593], [-0.22746, 1.27869, -0.14142], [-1.25656, 3.74892, 1.47539], [0.23825, 4.42584, 0.53260], [1.74581, -1.05833, -1.88312], [1.32470, 0.12722, 1.02513], [-0.60186, -3.44811, -0.99544], [-1.43563, -2.60499, 0.42127], [-0.26163, -3.61735, 0.64443], [-0.64642, 0.90840, -1.01759]], "lowdin_charge": [0.096, 0.098, -0.018, -0.106, -0.105, -0.025, 0.139, 0.114, 0.099, 0.131, 0.127, 0.130, 0.122, 0.056, 0.144], "lumo_ev": -3.97, "e_above_lowest_kj_mol": 592.2, "mol_weight_g_mol": 94.14, "charge": 1, "orbital_gap_ha": 0.374}

=====

No. 3
{"formula": "C6H23O6", "method": "the ωB97M-V functional and the def2-TZVPD basis", "elements": ["C", "O", "H", "H", "H", "C", "O", "H", "H", "H", "H", "C", "O", "H", "H", "H", "H", "C", "O", "H", "H", "H", "H", "C", "O", "H", "H", "H", "H", "C", "O", "H", "H", "H", "H"], "positions_angstrom": [[0.75366, -0.67511, -0.12660], [1.04467, -1.49395, 0.94726], [0.51451, -1.28717, -0.99624], [-0.06371, 0.03809, -0.01996], [1.64886, -0.15880, -0.47322], [-1.22823, -0.13868, 1.99974], [-0.25014, -0.08345, 2.96515], [-2.23316, -0.28946, 2.39405], [-1.31783, 0.84912, 1.54773], [-1.00643, -0.86241, 1.21545], [-0.45388, 0.63379, 3.56985], [-1.32736, -3.55915, -1.43356], [-0.17105, -2.81249, -1.09092], [-1.39156, -3.84225, -2.48420], [-1.41951, -4.49816, -0.88781], [-2.18333, -2.92685, -1.19772], [0.02414, -2.16435, -1.77167], [-2.11425, 1.24929, -0.12381], [-3.01125, 1.54521, 0.95443], [-1.06160, 1.36593, 0.13392], [-2.28380, 0.24300, -0.50690], [-2.40463, 2.01426, -0.84394], [-3.88876, 1.23278, 0.72209], [2.37939, 0.90859, -1.62992], [3.57318, 0.82101, -2.37299], [2.53833, 0.59781, -0.59733], [1.99438, 1.92647, -1.69133], [1.68437, 0.30287, -2.21143], [3.79520, -0.03264, -2.75191], [1.39125, 1.87952, 0.78986], [1.23060, 1.18210, 2.03852], [1.74627, 2.90631, 0.87804], [2.05564, 1.35493, 0.10321], [0.44332, 1.93540, 0.25473], [0.99267, 1.83846, 2.69744]], "lowdin_charge": [-0.417, -0.322, 0.023, 0.022, -0.020, -0.215, -0.126, 0.077, 0.023, 0.072, 0.073, -0.160, -0.169, 0.059, 0.070, 0.065, 0.037, -0.173, -0.152, 0.018, 0.096, 0.081, 0.077, -0.198, -0.110, 0.044, 0.107, 0.098, 0.074, -0.159, -0.105, 0.083, -0.005, 0.058, 0.074], "lumo_ev": 3.12, "e_above_lowest_kj_mol": 1179.8, "mol_weight_g_mol": 191.24, "charge": -1, "orbital_gap_ha": 0.174}

=====

No. 4
{"formula": "C4H9NO", "method": "the ωB97M-V functional and the def2-TZVPD basis", "elements": ["C", "C", "N", "C", "O", "C", "H", "H", "H", "H", "H", "H", "H", "H", "H"], "positions_angstrom": [[-1.40574, -1.91376, -1.17759], [-0.44132, -0.86041, -0.76341], [-0.58877, -0.18807, 0.30810], [-0.15617, 1.16880, 0.04631], [0.62664, 1.85057, 0.96245], [1.66522, 1.14971, 1.60221], [-1.51238, -2.67677, -0.41078], [-2.37672, -1.41428, -1.29067], [-1.13676, -2.34841, -2.14128], [0.34305, -0.59310, -1.49248], [0.23636, 1.15906, -0.99435], [-1.09438, 1.72789, -0.00851], [2.48744, 1.85528, 1.75121], [2.03406, 0.28902, 1.03116], [1.31949, 0.79446, 2.57763]], "lowdin_charge": [-0.069, -0.250, 0.060, -0.312, -0.159, -0.109, 0.078, 0.085, 0.070, 0.112, 0.109, 0.130, 0.085, 0.084, 0.085], "lumo_ev": 1.06, "e_above_lowest_kj_mol": 259.6, "mol_weight_g_mol": 87.12, "orbital_gap_ha": 0.381, "smiles": "C/C=N/COC"}

=====

No. 5
{"formula": "C15H17N3O5", "method": "the ωB97M-V functional and the def2-TZVPD basis", "elements": ["N", "C", "C", "C", "C", "N", "C", "C", "C", "C", "C", "C", "C", "O", "N", "C", "C", "C", "O", "O", "C", "O", "O", "H", "H", "H", "H", "H", "H", "H", "H", "H", "H", "H", "H", "H", "H", "H", "H", "H"], "positions_angstrom": [[1.45228, 2.83973, -1.86148], [0.67110, 2.19868, -0.83394], [-0.50762, 1.34729, -1.41558], [-1.49624, 1.05649, -0.35170], [-1.99732, 1.98852, 0.51623], [-3.14908, 1.49370, 1.10016], [-3.36067, 0.17147, 0.66413], [-4.34174, -0.73985, 1.04712], [-4.23592, -2.05261, 0.63183], [-3.16528, -2.41074, -0.18471], [-2.22892, -1.45611, -0.67445], [-2.30740, -0.14216, -0.20992], [1.66578, 1.37857, -0.02082], [2.80552, 1.78481, 0.07332], [1.20348, 0.22875, 0.47871], [2.06465, -0.78073, 1.02562], [3.07657, -1.41967, 0.05566], [2.39080, -2.15805, -1.04621], [1.21405, -2.32825, -1.19493], [3.36721, -2.61780, -1.86069], [2.67738, -0.38423, 2.36757], [2.64148, -1.15459, 3.32193], [3.15771, 0.81588, 2.46378], [0.99164, 3.40743, -2.58301], [2.18816, 3.38946, -1.57534], [0.18099, 2.87435, -0.16233], [-0.87622, 1.92169, -2.30904], [-0.12309, 0.32468, -1.86860], [-1.58655, 2.93950, 0.77105], [-3.68443, 2.04985, 1.78371], [-5.10979, -0.46495, 1.83790], [-4.92164, -2.72430, 1.01821], [-3.02079, -3.44383, -0.57733], [-1.35903, -1.74828, -1.32321], [0.35900, -0.07405, 0.10473], [1.39406, -1.58625, 1.36650], [3.74134, -2.04703, 0.63738], [3.77138, -0.63885, -0.33955], [2.99173, -3.08709, -2.57918], [3.46540, 1.24855, 1.70646]], "lowdin_charge": [0.060, -0.291, -0.096, -0.217, -0.039, 0.077, -0.199, -0.032, -0.104, -0.083, -0.016, -0.143, -0.411, 0.067, 0.165, -0.195, -0.022, -0.498, 0.123, 0.127, -0.484, 0.100, 0.175, 0.093, 0.038, 0.114, 0.131, 0.152, 0.116, 0.165, 0.131, 0.077, 0.109, 0.109, 0.083, 0.168, 0.142, 0.150, 0.102, 0.057], "lumo_ev": 0.58, "e_above_lowest_kj_mol": 161.6, "mol_weight_g_mol": 319.32, "orbital_gap_ha": 0.319, "smiles": "N[C@@H](Cc1c[nH]c2ccccc12)C(=O)N[C@@H](CC(=O)O)C(=O)O"}

=====

No. 6
{"formula": "C3H2ClF5O", "method": "the ωB97M-V functional and the def2-TZVPD basis", "elements": ["F", "C", "F", "O", "C", "F", "F", "C", "F", "Cl", "H", "H"], "positions_angstrom": [[-2.48896, -0.76513, -0.81014], [-1.89567, -0.07275, 0.22661], [-2.61485, 0.99935, 0.47746], [-0.63909, 0.28206, -0.36837], [0.48854, -0.19301, 0.23260], [0.46821, -1.58048, 0.11494], [0.53155, 0.11359, 1.56564], [1.66306, 0.37159, -0.54014], [1.65437, 1.68683, -0.42865], [3.23649, -0.28572, 0.04587], [-1.81264, -0.57766, 1.01001], [1.40900, 0.02133, -1.52583]], "lowdin_charge": [0.095, -0.346, 0.165, 0.115, -0.589, 0.094, 0.124, -0.632, 0.054, 0.688, 0.101, 0.131], "lumo_ev": 0.78, "e_above_lowest_kj_mol": 81.5, "mol_weight_g_mol": 184.49, "orbital_gap_ha": 0.464, "smiles": "FC(F)OC(F)(F)[C@@H](F)Cl"}

=====

No. 7
{"formula": "C28H18Cl5LaNOPSTe", "method": "the ωB97M-V functional and the def2-TZVPD basis", "elements": ["La", "Cl", "C", "C", "Cl", "C", "Cl", "C", "O", "C", "Cl", "C", "Cl", "Te", "C", "C", "C", "C", "S", "H", "H", "H", "N", "P", "C", "C", "C", "C", "C", "C", "C", "C", "C", "C", "C", "C", "C", "C", "C", "C", "C", "C", "H", "H", "H", "H", "H", "H", "H", "H", "H", "H", "H", "H", "H", "H", "H"], "positions_angstrom": [[1.50996, -1.01531, 2.52670], [2.80364, -3.15205, -4.89272], [2.77316, -2.75617, -3.27544], [1.83519, -3.34532, -2.35942], [0.71748, -4.52062, -2.96895], [1.81222, -3.00957, -1.01438], [0.54260, -3.57251, 0.08153], [2.84809, -2.19521, -0.46701], [2.93193, -1.96726, 0.81777], [3.69002, -1.64085, -1.33801], [4.85409, -0.55045, -0.63191], [3.72789, -1.98813, -2.69183], [5.07138, -1.39502, -3.67539], [0.49077, -2.41977, 5.24467], [2.11904, -1.15071, 5.24248], [3.36373, -1.49952, 4.78987], [4.12122, -0.44766, 4.33800], [3.43406, 0.76793, 4.36717], [1.94751, 0.52811, 5.14104], [3.65682, -2.57032, 4.82942], [5.10361, -0.56978, 3.89987], [3.77829, 1.69171, 4.08157], [-0.05378, 0.11827, 1.54879], [-0.87714, 0.49626, 0.26565], [-0.91445, 2.31258, -0.03008], [-1.37113, 2.91279, -1.21262], [-1.64565, 4.28530, -1.30621], [-1.34028, 5.10005, -0.22058], [-0.81517, 4.50502, 0.94814], [-0.57133, 3.14220, 1.05931], [-2.69180, 0.11453, 0.45021], [-3.67042, 0.54481, -0.46379], [-5.02218, 0.58394, -0.10775], [-5.34506, 0.09371, 1.14428], [-4.40920, -0.34784, 2.03276], [-3.06741, -0.35432, 1.69666], [-0.49353, -0.22143, -1.35017], [-1.29033, -1.24686, -1.91389], [-1.13343, -1.69070, -3.23395], [-0.08165, -1.15185, -3.99459], [0.76482, -0.21548, -3.40145], [0.55112, 0.30789, -2.14782], [-1.62017, 2.33651, -2.13362], [-2.11954, 4.60780, -2.22318], [-1.49010, 6.20633, -0.34983], [-0.63717, 5.18029, 1.79234], [-0.44278, 2.70945, 2.02653], [-3.31484, 0.96991, -1.40216], [-5.80306, 0.88313, -0.85331], [-6.32531, 0.06239, 1.53710], [-4.71303, -0.65695, 3.06283], [-2.30744, -0.53241, 2.41429], [-2.19009, -1.56294, -1.35611], [-1.64420, -2.52385, -3.69505], [0.24842, -1.57983, -4.94935], [1.54716, 0.26490, -3.99490], [1.15740, 1.12489, -1.68347]], "lowdin_charge": [1.584, 0.740, -0.798, -0.664, 0.695, -0.551, 0.681, -0.542, -0.380, -0.615, 0.698, -0.661, 0.647, 0.633, -1.256, -0.367, -0.210, -0.422, 0.909, 0.129, 0.121, 0.045, -0.572, 0.759, -0.272, -0.098, -0.086, -0.082, -0.087, -0.083, -0.279, -0.085, -0.064, -0.110, -0.087, -0.087, -0.299, -0.092, -0.086, -0.090, -0.104, -0.086, 0.114, 0.101, 0.118, 0.103, 0.082, 0.096, 0.122, 0.091, 0.124, 0.069, 0.108, 0.098, 0.098, 0.117, 0.130], "lumo_ev": -0.28, "e_above_lowest_kj_mol": 57.9, "mol_weight_g_mol": 891.27, "orbital_gap_ha": 0.282}

=====

No. 8
{"formula": "C9H11FN2O", "method": "the ωB97M-V functional and the def2-TZVPD basis", "elements": ["C", "C", "C", "C", "C", "C", "C", "C", "C", "N", "N", "O", "F", "H", "H", "H", "H", "H", "H", "H", "H", "H", "H", "H"], "positions_angstrom": [[-1.38569, -0.65724, 0.08514], [-1.22291, 0.85883, -0.06872], [-0.34503, -1.58392, 0.21570], [1.31048, -0.59240, 0.16860], [0.06549, 1.59384, 0.15083], [1.17893, 0.82233, -0.45966], [-0.18097, -3.04751, 0.50770], [0.33281, 1.47742, 1.64752], [0.95681, 0.81241, -1.98089], [-2.67556, -0.88586, -0.14358], [-2.38526, 1.31585, -0.38715], [-3.26337, 0.28720, -0.41878], [2.35557, -1.37107, 0.18800], [0.07791, 2.72867, -0.05015], [2.05941, 1.37798, -0.15930], [-0.09133, -2.99411, 1.59989], [0.76851, -3.30465, 0.06197], [-1.00175, -3.79263, 0.06777], [-0.59697, 1.93389, 1.97071], [1.21521, 1.98492, 1.84811], [0.18302, 0.47499, 2.07230], [0.39987, -0.04354, -2.27124], [1.94395, 0.92978, -2.43106], [0.30086, 1.67482, -2.21370]], "lowdin_charge": [-0.224, -0.203, -0.033, -0.051, -0.316, -0.330, -0.076, -0.060, -0.031, 0.106, 0.124, -0.085, 0.081, 0.188, 0.140, 0.085, 0.053, 0.132, 0.089, 0.069, 0.093, 0.071, 0.084, 0.093], "lumo_ev": [0.48, -0.43], "e_above_lowest_kj_mol": 708.1, "mol_weight_g_mol": 182.20, "orbital_gap_ha": [0.313, 0.283]}